{"formula": "C4H5N3", "method": "ωB97M-V/def2-TZVPD", "symbols": ["C", "C", "N", "N", "C", "N", "C", "H", "H", "H", "H", "H"], "positions_angstrom": [[0.115, 1.159, -0.260], [-1.116, 0.654, -0.081], [-1.286, -0.550, 0.525], [-0.543, -1.520, -0.053], [0.698, -1.356, -0.382], [1.663, -0.616, 0.232], [1.450, 0.564, 0.297], [0.212, 2.298, -0.496], [-1.845, 1.325, -0.690], [-2.376, -0.773, 0.669], [1.044, -2.341, -0.660], [1.984, 1.158, 0.900]], "atomic_forces_ev_per_a": [[2.17, 2.66, 0.73], [1.04, 3.77, -1.86], [-4.01, -0.03, 1.06], [0.24, -1.37, -1.28], [-1.79, -3.73, 1.36], [1.86, -3.63, -0.20], [-5.75, 3.86, -1.49], [-0.37, -2.31, -0.25], [0.17, -1.70, 1.81], [3.55, -0.07, -0.77], [0.41, 0.07, -0.96], [2.49, 2.47, 1.85]], "lowdin_charge": [-0.072, -0.203, -0.072, 0.028, -0.237, 0.084, -0.146, 0.116, 0.142, 0.190, 0.102, 0.068], "relative_energy_kj_mol": 476.87, "gap_ev": 8.850, "largest_force_ev_per_a": 7.08, "homo_ev": -8.3, "total_charge": 0, "total_energy_ev": -8694.86990, "smiles": "C1=CNN=CN=C1", "lumo_ev": 0.531}